Computed, not measured: 4 unconnected molecules or ions with the total composition C41H78N4O11, with the ωB97M-V functional and the def2-TZVPD basis.

## Properties
Structure (SMILES): CCCCCCCCCCCCCCc1nc2c(CN)c(ON=O)c(CC)cc2nc1COCOCCO.COCCOC.COCCOC.COCCOC
E_HOMO: -8.512 eV
E_LUMO: -0.1 eV
Energy above the lowest of the compared OMol25 structures with the same formula, charge and spin: 24.29 kcal per mole

The geometry in ORCA input format:
```
! wB97M-V def2-TZVPD RIJCOSX def2/J DEFGRID3
* xyz 0 1
C -1.12 2.40 6.45
C -2.41 1.98 5.72
C -2.32 2.08 4.19
C -3.65 2.46 3.50
C -3.56 3.74 2.65
C -3.35 3.48 1.14
C -4.34 4.22 0.22
C -5.09 3.34 -0.79
C -4.23 2.37 -1.59
C -3.26 3.06 -2.56
C -2.31 2.04 -3.19
C -1.45 2.62 -4.31
C -0.08 1.94 -4.51
C -0.10 0.40 -4.36
C 0.17 -0.06 -2.95
N 1.20 0.47 -2.35
C 1.47 0.09 -1.07
C 2.59 0.63 -0.39
C 3.51 1.59 -1.09
N 4.69 0.94 -1.70
C 2.81 0.24 0.90
O 3.89 0.80 1.57
N 4.92 -0.14 1.99
O 5.04 -1.04 1.28
C 1.97 -0.68 1.60
C 2.27 -1.03 3.04
C 1.03 -1.22 3.91
C 0.92 -1.21 0.92
C 0.65 -0.85 -0.41
N -0.41 -1.42 -1.05
C -0.64 -1.05 -2.28
C -1.77 -1.73 -3.00
O -1.30 -2.57 -4.05
C -1.06 -3.90 -3.72
O -0.46 -3.97 -2.46
C 0.34 -5.09 -2.21
C 1.77 -4.66 -1.79
O 2.10 -3.37 -2.29
H -0.59 3.17 5.88
H -1.33 2.81 7.44
H -0.44 1.56 6.56
H -3.25 2.57 6.09
H -2.61 0.94 6.00
H -1.98 1.12 3.81
H -1.56 2.81 3.92
H -4.01 1.62 2.91
H -4.39 2.62 4.29
H -4.46 4.34 2.81
H -2.72 4.31 3.05
H -3.37 2.40 0.98
H -2.34 3.84 0.90
H -3.84 5.03 -0.30
H -5.09 4.69 0.85
H -5.64 3.97 -1.49
H -5.86 2.77 -0.25
H -3.63 1.74 -0.94
H -4.86 1.69 -2.18
H -3.81 3.61 -3.33
H -2.65 3.75 -1.97
H -2.94 1.25 -3.60
H -1.70 1.64 -2.38
H -1.31 3.69 -4.17
H -2.01 2.52 -5.25
H 0.67 2.37 -3.86
H 0.24 2.14 -5.53
H -1.05 0.02 -4.72
H 0.70 0.00 -4.98
H 2.96 2.12 -1.86
H 3.88 2.31 -0.36
H 4.49 -0.04 -1.87
H 5.47 0.96 -1.06
H 2.83 -0.20 3.47
H 2.90 -1.93 3.08
H 1.33 -1.59 4.89
H 0.50 -0.28 4.02
H 0.33 -1.95 3.49
H 0.25 -1.92 1.39
H -2.38 -2.26 -2.27
H -2.42 -1.00 -3.48
H -0.39 -4.29 -4.49
H -2.00 -4.48 -3.75
H 0.38 -5.76 -3.07
H -0.10 -5.66 -1.39
H 1.79 -4.60 -0.71
H 2.49 -5.39 -2.14
H 2.56 -3.47 -3.13
C 8.48 -0.01 6.51
O 7.64 -0.90 5.80
C 7.39 -0.50 4.46
C 8.22 -1.29 3.48
O 9.60 -1.01 3.61
C 10.32 -2.00 4.31
H 8.74 -0.50 7.45
H 9.39 0.21 5.95
H 7.96 0.92 6.73
H 7.57 0.57 4.34
H 6.33 -0.69 4.26
H 7.92 -1.01 2.46
H 8.03 -2.36 3.60
H 10.41 -2.91 3.71
H 9.84 -2.25 5.26
H 11.32 -1.61 4.51
C 4.46 -4.88 -5.07
O 3.23 -4.57 -5.70
C 3.36 -4.19 -7.06
C 2.99 -5.32 -7.99
O 3.90 -6.40 -7.90
C 3.42 -7.49 -7.14
H 4.22 -5.32 -4.10
H 5.06 -5.59 -5.64
H 5.05 -3.97 -4.91
H 4.38 -3.85 -7.27
H 2.68 -3.35 -7.23
H 3.02 -4.95 -9.02
H 1.97 -5.66 -7.79
H 2.63 -8.02 -7.67
H 3.05 -7.17 -6.17
H 4.26 -8.18 -6.99
C -10.09 3.82 4.49
O -10.44 3.61 3.14
C -10.06 4.68 2.28
C -8.81 4.35 1.49
O -7.68 4.24 2.33
C -7.31 2.90 2.60
H -10.26 2.89 5.02
H -9.03 4.10 4.59
H -10.71 4.60 4.94
H -9.91 5.60 2.85
H -10.89 4.84 1.58
H -8.62 5.16 0.78
H -8.96 3.43 0.92
H -6.87 2.43 1.71
H -8.15 2.30 2.95
H -6.54 2.92 3.38
*
```



Computed, not measured: 12 unconnected molecules or ions with the total composition C41H79N7O17 in a non-equilibrium geometry, with the ωB97M-V functional and the def2-TZVPD basis.

## Properties
E_HOMO (alpha / beta): -0.008 / -7.449 eV
E_LUMO (alpha / beta): 2.1 / 2.0 eV
Expectation value of S²: 0.75

The geometry in ORCA input format:
```
! wB97M-V def2-TZVPD RIJCOSX def2/J DEFGRID3
* xyz -1 2
C 3.13 -5.06 -2.51
C 1.72 -5.44 -1.98
O 1.06 -6.29 -2.58
N 1.31 -4.94 -0.80
C 2.08 -4.27 0.23
H 2.98 -4.29 -3.26
H 3.63 -5.95 -2.91
H 3.82 -4.67 -1.77
H 0.40 -5.21 -0.44
H 1.45 -4.03 1.08
H 2.33 -3.29 -0.17
H 2.96 -4.78 0.63
C -0.90 -3.71 3.66
C -0.11 -4.57 4.61
O 0.24 -4.19 5.70
N 0.21 -5.81 4.19
C -0.09 -6.54 2.97
H -0.91 -2.73 4.14
H -1.94 -4.02 3.73
H -0.49 -3.62 2.65
H 0.71 -6.37 4.86
H 0.54 -6.20 2.15
H -1.14 -6.41 2.69
H 0.11 -7.60 3.10
C 3.77 2.72 0.46
C 4.07 4.14 0.00
O 3.64 4.58 -1.07
N 5.03 4.80 0.68
C 5.47 6.15 0.55
H 3.02 2.22 -0.15
H 3.28 2.78 1.43
H 4.70 2.17 0.57
H 5.59 4.27 1.32
H 6.04 6.14 -0.39
H 6.17 6.52 1.30
H 4.61 6.81 0.48
C -0.34 2.21 -4.19
C -0.14 0.75 -4.59
O 0.98 0.24 -4.47
N -1.19 0.04 -5.06
C -2.48 0.58 -5.33
H -0.62 2.76 -5.09
H 0.58 2.65 -3.81
H -1.12 2.20 -3.43
H -1.04 -0.92 -5.32
H -2.74 1.36 -4.61
H -3.22 -0.21 -5.23
H -2.45 1.10 -6.28
C -2.90 -3.49 0.54
C -2.27 -4.63 -0.24
O -1.66 -5.47 0.34
N -2.49 -4.66 -1.56
C -2.01 -5.76 -2.44
H -3.94 -3.80 0.72
H -2.76 -2.56 0.00
H -2.41 -3.44 1.52
H -2.94 -3.87 -2.00
H -1.40 -6.44 -1.84
H -1.48 -5.25 -3.24
H -2.80 -6.40 -2.82
C 3.27 -1.22 -2.56
C 3.99 0.10 -2.35
O 4.72 0.31 -1.40
N 3.70 1.04 -3.26
C 4.25 2.43 -3.29
H 2.56 -1.20 -3.38
H 2.81 -1.53 -1.62
H 4.09 -1.89 -2.81
H 2.96 0.83 -3.92
H 3.41 3.07 -3.55
H 5.01 2.45 -4.08
H 4.75 2.80 -2.39
C -1.57 3.69 2.73
C -1.19 3.43 4.20
O -0.02 3.19 4.42
N -2.16 3.34 5.11
C -1.97 2.88 6.48
H -0.80 4.30 2.26
H -2.37 4.42 2.70
H -1.75 2.80 2.13
H -3.10 3.62 4.84
H -1.00 2.41 6.61
H -2.71 2.15 6.79
H -2.02 3.68 7.22
O 1.46 -1.52 1.93
C 0.96 -0.69 1.17
O 0.41 -1.25 0.05
C -0.17 -0.25 -0.78
C 0.40 1.07 -0.34
C 0.83 0.82 1.12
H -1.24 -0.35 -0.56
H 0.07 -0.45 -1.83
H -0.37 1.83 -0.40
H 1.27 1.37 -0.91
H 0.11 1.13 1.88
H 1.80 1.24 1.41
O 6.28 -1.02 5.19
C 5.25 -1.67 5.21
O 4.29 -1.27 4.44
C 3.25 -2.21 4.35
C 3.50 -3.13 5.49
C 5.04 -3.06 5.78
H 3.17 -2.76 3.41
H 2.29 -1.72 4.52
H 3.16 -4.16 5.33
H 3.04 -2.77 6.41
H 5.61 -3.89 5.38
H 5.11 -2.95 6.86
O -2.84 1.69 -1.70
C -3.50 2.71 -1.54
O -3.77 3.60 -2.50
C -4.61 4.64 -2.07
C -5.16 4.13 -0.72
C -4.09 3.20 -0.25
H -5.41 4.82 -2.79
H -4.03 5.53 -1.84
H -6.05 3.54 -0.91
H -5.38 4.98 -0.07
H -4.59 2.35 0.21
H -3.32 3.57 0.44
O -2.04 6.65 0.24
C -1.28 6.09 -0.55
O -1.45 6.11 -1.87
C -0.55 5.31 -2.63
C 0.54 4.98 -1.61
C -0.21 5.06 -0.25
H -0.12 5.84 -3.47
H -1.01 4.45 -3.11
H 1.28 5.77 -1.74
H 1.08 4.05 -1.79
H 0.43 5.53 0.50
H -0.67 4.16 0.14
O -6.05 -3.76 -2.88
C -5.43 -2.81 -2.49
O -4.29 -2.29 -3.03
C -3.87 -1.07 -2.48
C -4.90 -0.73 -1.41
C -5.79 -1.90 -1.31
H -3.91 -0.28 -3.22
H -2.88 -1.10 -2.02
H -5.54 0.08 -1.76
H -4.35 -0.39 -0.53
H -6.86 -1.75 -1.22
H -5.46 -2.54 -0.48
*
```



| no. | molecular weight (Da) | E (a.u.) |
| --- | --- | --- |
| 1 | 803.092 | -2655.42371 |
| 2 | 942.115 | -3272.11794 |